Computed, not measured: a structure of composition C2H2NO2S at a distorted geometry, with ωB97M-V with the def2-TZVPD basis set.

## Properties
* spin multiplicity: 1
* total charge: -1
* frontier orbital gap: 7.40 eV
* energy above the lowest of the compared OMol25 structures with the same formula, charge and spin: 80.70 kcal per mole
* maximum force: 0.0629 Eh/bohr
* E_HOMO: -3.3646 eV
* molecular weight: 104.1 g/mol

Last column: Löwdin charge in e.
Geometry (Å):
C: 0.686 1.224 -0.454  -0.551
C: 0.033 0.044 -0.059  -0.067
N: 2.380 1.861 -0.420  -0.287
O: 3.358 4.030 -0.964  -0.613
O: 0.067 2.171 -1.001  -0.305
S: 2.079 3.280 -0.878  0.832
H: 0.512 -0.775 0.448  -0.014
H: -1.024 0.041 -0.224  0.005

Atoms 1-3, force components in eV/Å:
C -1.18 1.23 -0.91
C 3.00 1.13 0.18
N -2.48 -2.00 0.51

***

Computed, not measured: a cluster of 2 separate species, C2H2NO3 in total at a distorted geometry, with ωB97M-V with the def2-TZVPD basis set.

## Properties
* spin multiplicity: 1
* total charge: -1
* frontier orbital gap: 7.35 eV
* energy above the lowest of the compared OMol25 structures with the same formula, charge and spin: 83.72 kcal per mole
* maximum force: 0.0469 Eh/bohr
* E_HOMO: -3.2057 eV
* molecular weight: 88.0 g/mol

Last column: Löwdin charge in e.
Geometry (Å):
C: -1.471 -0.683 0.335  -0.179
C: 1.883 0.764 -0.121  -0.557
N: -1.137 -0.119 -0.800  -0.204
O: 1.866 1.920 -0.318  0.103
O: 2.317 -0.214 0.361  0.097
O: 0.131 0.231 -1.060  -0.302
H: -0.990 -1.126 1.222  0.026
H: -2.598 -0.772 0.381  0.016

Atoms 1-3, force components in eV/Å:
C -2.22 0.13 -0.94
C -0.38 0.20 0.96
N 1.49 -0.01 1.48

***

Computed, not measured: a cluster of 2 separate species, C2H2NO4 in total at a distorted geometry, with ωB97M-V with the def2-TZVPD basis set.

## Properties
* spin multiplicity: 1
* total charge: -1
* frontier orbital gap: 8.55 eV
* energy above the lowest of the compared OMol25 structures with the same formula, charge and spin: 13.84 kcal per mole
* maximum force: 0.0682 Eh/bohr
* E_HOMO: -5.0598 eV
* molecular weight: 104.0 g/mol

Last column: Löwdin charge in e.
Geometry (Å):
C: 1.786 -0.176 1.912  -0.491
C: -1.101 -0.298 -1.627  -0.743
N: 1.298 -0.133 0.818  0.173
O: -0.801 0.765 -0.551  -0.152
O: 2.379 -0.305 2.894  0.090
O: -2.105 -0.963 -1.266  -0.078
O: -0.420 -0.213 -2.631  -0.001
H: 0.504 0.439 0.284  0.074
H: -1.539 0.884 0.166  0.128

Atoms 1-3, force components in eV/Å:
C -1.29 0.33 -3.24
C -2.79 -0.32 0.77
N -0.73 0.92 0.04

***

Computed, not measured: a cluster of 2 separate species, C2H2NO4 in total at a distorted geometry, with ωB97M-V with the def2-TZVPD basis set.

## Properties
* spin multiplicity: 1
* total charge: +1
* frontier orbital gap: 7.84 eV
* energy above the lowest of the compared OMol25 structures with the same formula, charge and spin: 23.97 kcal per mole
* maximum force: 0.1139 Eh/bohr
* E_HOMO: -15.6530 eV
* molecular weight: 104.0 g/mol

Last column: Löwdin charge in e.
Geometry (Å):
C: 0.284 -0.647 0.510  0.021
C: 0.809 0.803 0.165  -0.491
N: -2.120 -0.254 -0.732  0.349
O: -3.159 -0.428 -0.340  0.332
O: -0.899 -0.889 0.528  0.063
O: 0.329 1.693 0.786  0.214
O: 1.614 0.926 -0.849  0.202
H: 0.943 -1.393 0.958  0.164
H: 2.200 0.189 -1.025  0.146

Atoms 1-3, force components in eV/Å:
C 0.92 1.26 0.69
C -1.05 -0.88 0.24
N -5.72 -0.15 1.24

***

Which value of E_HOMO does entry 2 give?
-3.2057 eV